No. 1
Below is an isolated molecule of C4H5NO2, with properties calculated with ωB97M-V/def2-TZVPD.

Summary:
- SMILES: O=C[C@H]1CN=CO1
- Energy relative to the best compared isomer or geometry (same formula, charge and spin): 3.108 eV
- HOMO-LUMO gap: 9.7891 eV

Geometry as XYZ:
```
12
Properties=species:S:1:pos:R:3:forces:R:3
O 1.673798 0.367879 -0.489832 1.19 -1.22 -1.69
C 0.968831 -0.562081 -0.826514 0.87 0.30 -0.35
C -0.519645 -0.310545 -0.735456 0.28 -0.06 0.37
C -0.599805 -0.643670 0.776783 -0.82 0.42 0.81
N 0.124167 0.482540 1.401137 0.91 0.52 -0.44
C 0.138199 1.345096 0.467635 -1.10 0.80 1.13
O -0.605231 1.097808 -0.685344 0.26 0.16 0.25
H 1.393719 -1.566228 -0.887774 -0.17 -0.33 -0.21
H -1.219843 -0.750327 -1.459378 0.37 0.11 0.47
H -1.495207 -0.231949 1.219782 -1.66 -1.57 -0.45
H -0.333409 -1.670141 1.077988 0.00 0.65 0.04
H 0.567682 2.328227 0.523420 -0.11 0.23 0.09
```
Positions in Å, forces in eV/Å.



No. 2
Below is an isolated molecule of C4H5NO2, with properties calculated with ωB97M-V/def2-TZVPD.

Summary:
- SMILES: O=C[C@H]1CN=CO1
- Energy relative to the best compared isomer or geometry (same formula, charge and spin): 1.257 eV
- HOMO-LUMO gap: 10.5630 eV

Geometry as XYZ:
```
12
Properties=species:S:1:pos:R:3:forces:R:3
O -2.308677 0.622856 0.799414 0.17 -0.43 -0.40
C -1.749517 -0.150884 0.061736 -0.14 0.29 0.17
C -0.378189 0.143148 -0.518106 -0.10 0.18 0.04
C 0.556749 0.875696 0.470092 -0.33 0.24 0.02
N 1.761390 0.050923 0.508366 -0.01 -0.35 -0.14
C 1.496182 -0.983996 -0.163294 0.37 0.04 0.14
O 0.301038 -1.093632 -0.798238 -0.08 0.01 0.05
H -2.199322 -1.121698 -0.235289 0.04 0.15 0.06
H -0.490843 0.682470 -1.468932 -0.11 -0.06 0.17
H 0.759080 1.906182 0.164783 0.11 -0.23 0.04
H 0.105957 0.910806 1.467827 0.08 0.07 -0.13
H 2.146153 -1.841870 -0.288354 0.00 0.09 -0.03
```
Positions in Å, forces in eV/Å.



No. 3
Below is an isolated molecule of C4H5NO2, with properties calculated with ωB97M-V/def2-TZVPD.

Summary:
- Energy relative to the best compared isomer or geometry (same formula, charge and spin): 4.535 eV
- HOMO-LUMO gap (spin up / spin down): 8.3935 / 8.3943 eV

Geometry as XYZ:
```
12
Properties=species:S:1:pos:R:3:forces:R:3
O 2.020791 -1.010317 0.136434 -0.38 -0.17 -0.43
C 1.396057 -1.385597 -0.813024 0.44 0.14 0.32
C 0.287776 1.336164 -0.087343 0.13 0.03 -0.02
C -0.973173 1.546862 0.690611 -0.36 0.13 0.21
N -0.534752 0.277883 0.147762 -0.04 -0.41 -0.12
C -0.776543 -0.967218 -0.008829 -0.06 0.34 -0.01
O 0.066935 -1.698723 -0.807435 -0.04 0.11 0.00
H 1.788927 -1.541026 -1.825336 0.06 -0.18 0.16
H 1.279126 1.300808 0.358362 -0.10 0.05 -0.14
H -1.821566 2.000984 0.175528 0.13 -0.04 0.16
H -1.024221 1.585889 1.780568 0.07 -0.11 -0.12
H -1.709360 -1.445714 0.252701 0.15 0.11 -0.01
```
Positions in Å, forces in eV/Å.



No. 4
Below is an isolated molecule of C4H5NO2, with properties calculated with ωB97M-V/def2-TZVPD.

Summary:
- SMILES: O=C[C@H]1CN1C=O
- Energy relative to the best compared isomer or geometry (same formula, charge and spin): 3.158 eV
- HOMO-LUMO gap: 11.0800 eV

Geometry as XYZ:
```
12
Properties=species:S:1:pos:R:3:forces:R:3
O -0.583333 1.746537 -1.707763 0.50 0.14 0.26
C 0.094589 1.115394 -0.934664 -0.11 0.39 -0.05
C -0.685550 0.337837 0.097897 -0.90 0.26 -0.70
C -0.557475 -1.077596 -0.426662 0.00 0.04 -0.26
N -0.353125 -0.818667 0.965948 0.56 0.51 0.18
C 0.900928 -0.274239 1.359127 0.79 -0.54 0.13
O 1.937524 -0.266209 0.743014 -0.32 -0.39 0.40
H 1.181931 0.975903 -1.056110 -0.11 0.06 0.16
H -1.564450 0.861997 0.434020 -0.60 -0.28 -0.65
H 0.357522 -1.289023 -0.984890 -0.26 0.20 -0.14
H -1.461707 -1.531983 -0.819359 0.10 -0.39 0.72
H 0.733148 0.220049 2.329442 0.34 0.01 -0.03
```
Positions in Å, forces in eV/Å.



No. 5
Below is an isolated molecule of C4H5NO2, with properties calculated with ωB97M-V/def2-TZVPD.

Summary:
- SMILES: C=C=C(CO)N=O
- Energy relative to the best compared isomer or geometry (same formula, charge and spin): 4.772 eV
- HOMO-LUMO gap: 8.6756 eV

Geometry as XYZ:
```
12
Properties=species:S:1:pos:R:3:forces:R:3
O -2.378904 0.907134 0.136245 0.02 0.15 -0.17
C -1.593492 -0.262237 0.148723 0.15 -0.32 0.09
C -0.131754 0.053468 -0.062710 0.13 -0.11 0.09
N 0.041485 1.033510 -1.140355 0.54 0.09 -0.14
O 1.168756 1.362484 -1.394583 -0.57 0.01 -0.01
C 2.228269 -0.697271 0.649733 -0.22 0.00 0.00
C 0.968946 -0.429655 0.459653 0.14 0.10 -0.18
H -2.173006 1.369635 -0.689077 -0.11 0.00 0.17
H -1.756384 -0.753153 1.110683 0.11 0.06 -0.12
H -1.914185 -0.961601 -0.640228 0.02 0.12 0.12
H 2.833748 -0.150498 1.367040 -0.14 -0.12 0.01
H 2.706522 -1.471818 0.054876 -0.04 0.03 0.14
```
Positions in Å, forces in eV/Å.



No. 6
Below is a structure of composition C4H5NO2, with properties calculated with ωB97M-V/def2-TZVPD.

Summary:
- Energy relative to the best compared isomer or geometry (same formula, charge and spin): 1.839 eV
- HOMO-LUMO gap: 10.6056 eV

Geometry as XYZ:
```
12
Properties=species:S:1:pos:R:3:forces:R:3
N 0.405405 1.301701 1.003962 0.16 0.04 -0.04
C 0.177649 0.236007 0.108201 -0.02 -0.04 0.08
C -1.150607 0.104894 -0.632043 -0.11 0.06 -0.15
C -0.679167 -1.002256 0.222477 -0.25 -0.02 0.20
O 0.279692 -1.785535 -0.525557 0.11 -0.07 -0.05
C 1.156888 -0.714807 -0.543228 0.58 0.10 -0.21
O 2.294401 -0.711271 -0.897140 -0.60 0.00 0.17
H 0.549787 2.173655 0.507586 0.01 -0.07 0.08
H 1.205756 1.131423 1.603194 -0.10 0.02 -0.06
H -1.923212 0.743317 -0.211290 0.13 -0.10 -0.02
H -1.174789 -0.022673 -1.709769 0.02 -0.02 0.12
H -1.159402 -1.467976 1.072582 0.08 0.10 -0.12
```
Positions in Å, forces in eV/Å.



No. 7
Below is an isolated molecule of C4H5NO2, with properties calculated with ωB97M-V/def2-TZVPD.

Summary:
- SMILES: O=C1CCN=CO1
- Energy relative to the best compared isomer or geometry (same formula, charge and spin): 0.519 eV
- HOMO-LUMO gap: 11.4745 eV

Geometry as XYZ:
```
12
Properties=species:S:1:pos:R:3:forces:R:3
O -1.131034 2.173767 -0.561613 0.46 -0.46 0.39
C -0.509506 1.262404 -0.105986 0.04 0.22 -0.10
C -0.995434 -0.047055 0.448745 0.11 -0.03 -0.06
C -0.190640 -1.080920 -0.357029 -0.23 -0.13 -0.04
N 1.217477 -1.006641 0.001455 0.07 0.45 -0.03
C 1.639244 0.175672 0.107675 -0.09 -0.30 0.03
O 0.898630 1.323368 -0.098822 -0.18 0.09 -0.05
H -0.707744 -0.092704 1.507606 -0.05 -0.13 -0.16
H -2.081040 -0.161859 0.378436 0.28 0.19 -0.20
H -0.263263 -0.830314 -1.427689 -0.14 -0.21 0.14
H -0.561413 -2.097597 -0.230114 0.04 0.10 0.11
H 2.684728 0.381875 0.337339 -0.31 0.20 -0.03
```
Positions in Å, forces in eV/Å.



No. 8
Below is an isolated molecule of C4H5NO2, with properties calculated with ωB97M-V/def2-TZVPD.

Summary:
- SMILES: C1=COCON=C1
- Energy relative to the best compared isomer or geometry (same formula, charge and spin): 4.260 eV
- HOMO-LUMO gap: 9.7047 eV

Geometry as XYZ:
```
12
Properties=species:S:1:pos:R:3:forces:R:3
C 0.288543 -1.507671 0.236828 -1.03 -0.57 -0.97
C -1.357886 0.185303 -0.238184 -1.80 1.73 0.03
C -0.510241 1.248477 -0.205532 -0.13 0.04 -0.65
C 0.946982 1.054513 -0.083964 1.44 4.44 2.68
H 0.294662 -2.597700 0.005165 -0.31 0.76 0.79
H 0.401817 -1.230758 1.386190 0.05 -0.36 -2.69
H -2.488645 0.325079 -0.230330 1.59 0.04 -0.24
H -0.874625 2.363540 -0.230223 0.62 -2.68 0.14
H 1.324226 2.100272 0.366962 -0.08 -2.42 -1.01
N 1.853274 0.140159 -0.074960 -1.84 1.18 -1.53
O -1.080260 -1.095746 -0.229234 1.26 -1.24 1.24
O 1.202148 -0.985471 -0.702720 0.24 -0.91 2.22
```
Positions in Å, forces in eV/Å.